ORCA calculation (ωB97M-V with the def2-TZVPD basis set) on a 13-piece molecular cluster, C32H57Cl2F15N9O18S5 overall.

Positions of all 138 atoms, in Å:
C: -3.7984 3.8453 -4.5308
C: -4.2944 2.5352 -4.0791
O: -4.1102 1.5474 -4.7083
N: -5.0662 2.4941 -2.7952
H: -4.7062 3.0048 -1.9679
H: -5.9704 2.9633 -2.8869
C: -5.2996 1.0505 -2.3284
H: -3.1381 3.7110 -5.3810
H: -3.2685 4.4460 -3.7829
H: -4.6104 4.5381 -4.7768
H: -5.6879 0.5027 -3.1803
H: -5.9216 1.1474 -1.4447
H: -4.3295 0.6292 -2.0791
C: -3.3995 2.7402 2.7991
C: -4.6197 2.2010 2.1842
O: -4.7644 1.3477 1.3804
N: -5.9137 2.8763 2.6920
H: -6.7217 2.2886 2.4768
H: -5.9039 2.8910 3.7135
C: -6.2234 4.2154 2.0195
H: -3.4571 3.7376 3.2303
H: -2.8012 2.8398 1.8800
H: -2.8209 2.0666 3.4322
H: -6.9789 4.6780 2.6443
H: -6.4563 4.0308 0.9766
H: -5.2763 4.7542 2.0237
C: 0.9092 -3.1183 -1.4251
C: 0.5468 -4.5321 -1.0716
O: 1.2475 -5.4030 -0.6810
N: -0.9365 -4.8866 -1.1270
H: -1.4479 -4.2148 -1.7428
H: -0.9368 -5.7432 -1.6825
C: -1.6187 -5.0479 0.2241
H: 1.3743 -3.2294 -2.4172
H: 1.7986 -2.8416 -0.8594
H: 0.1898 -2.3229 -1.5774
H: -2.6895 -5.2086 0.1229
H: -1.3193 -4.2960 0.9462
H: -1.3653 -6.0363 0.6132
C: 5.8911 -6.6978 1.6261
C: 5.1420 -6.1844 2.8612
N: 4.4937 -4.9170 2.5566
C: 3.2428 -4.7186 2.0169
C: 3.0620 -3.3708 2.0950
N: 4.2172 -2.7502 2.5076
C: 5.0890 -3.7347 2.7665
C: 4.4783 -1.3247 2.8856
H: 6.5558 -7.5502 1.7774
H: 6.4543 -5.8748 1.1877
H: 5.2571 -7.1015 0.8314
H: 5.8724 -5.9482 3.6333
H: 4.3877 -6.8487 3.2765
H: 2.7322 -5.6181 1.7220
H: 2.1969 -2.7634 1.8799
H: 6.1003 -3.5604 3.0957
H: 4.3337 -1.2676 3.9608
H: 3.8151 -0.6437 2.3654
H: 5.5211 -1.2810 2.5857
C: 0.9547 -1.5036 -4.4332
C: 0.8180 -0.0447 -4.8583
N: -0.1916 0.1549 -5.8840
C: -1.4413 -0.4125 -5.8674
C: -2.1029 0.1100 -6.9384
N: -1.2572 0.9606 -7.6098
C: -0.0606 0.8773 -6.9864
C: -1.6048 1.6649 -8.8252
H: 0.2572 -2.1829 -4.9198
H: 0.9628 -1.5435 -3.3505
H: 1.9224 -1.9089 -4.7435
H: 1.7400 0.5224 -4.9742
H: 0.4174 0.4783 -3.9835
H: -1.8523 -1.0232 -5.0761
H: -3.1613 0.0736 -7.1332
H: 0.8079 1.4673 -7.2281
H: -1.9070 0.9644 -9.6063
H: -0.7350 2.2473 -9.1131
H: -2.5168 2.2573 -8.7483
C: -1.0236 1.3272 -1.5769
C: -0.5169 0.8637 -0.2345
N: 0.1785 1.9028 0.5138
C: -0.2269 3.2112 0.7011
C: 0.6770 3.8236 1.4808
N: 1.5062 2.8654 1.9869
C: 1.1951 1.6977 1.3641
C: 2.5045 3.0030 3.0301
H: -1.7439 2.1514 -1.6116
H: -1.6025 0.4930 -1.9905
H: -0.1990 1.6211 -2.2289
H: 0.0808 -0.0357 -0.3708
H: -1.2941 0.5206 0.4524
H: -1.1109 3.5067 0.1742
H: 0.7415 4.8074 1.9260
H: 1.7734 0.8021 1.5026
H: 2.6118 4.0735 3.2052
H: 3.4580 2.5020 2.8740
H: 2.0556 2.4937 3.8871
Cl: -3.4617 4.5086 -0.7622
Cl: 2.6800 7.0114 2.2792
C: -3.8632 -1.8736 -1.4900
F: -4.1832 -2.9605 -0.7811
F: -4.9330 -1.0815 -1.5245
F: -2.9007 -1.2020 -0.8635
S: -3.2516 -2.3887 -3.2040
O: -3.0196 -1.1628 -3.9685
O: -2.0219 -3.1443 -2.9683
O: -4.3030 -3.2454 -3.7524
C: -2.0028 -1.0378 3.0379
F: -1.7839 0.2553 2.8014
F: -2.2198 -1.3176 4.3094
F: -3.0863 -1.3961 2.3486
S: -0.4412 -2.0203 2.5549
O: -0.5764 -3.3723 3.0738
O: -0.4762 -2.0824 1.0941
O: 0.6908 -1.3519 3.1500
C: 6.7165 2.9996 5.3721
F: 5.5253 3.3344 4.8918
F: 7.6189 3.2287 4.4157
F: 6.9853 3.7550 6.4313
S: 6.6995 1.1718 5.8562
O: 5.8124 1.1023 7.0165
O: 6.2502 0.4929 4.6372
O: 8.0835 0.9185 6.2474
C: -1.4652 2.6780 5.1687
F: -2.1513 1.5346 5.3535
F: -1.0238 2.6677 3.8939
F: -2.3255 3.6676 5.3462
S: 0.0805 2.9011 6.2566
O: 0.5847 4.1788 5.7764
O: -0.4494 3.0178 7.5909
O: 0.9454 1.7512 6.0419
C: 4.7933 -0.4374 -1.9766
F: 5.4737 -1.0079 -0.9832
F: 5.4695 0.4430 -2.6822
F: 4.4412 -1.4809 -2.7837
S: 3.2071 0.3837 -1.2283
O: 3.7927 1.4295 -0.3940
O: 2.4471 0.9436 -2.3401
O: 2.4718 -0.6461 -0.5142

Cartesian forces (eV/Å) of the 6 atoms listed first:
C 0.18 1.57 0.34
C 0.86 0.81 -0.49
O -0.57 -0.61 0.57
N -1.14 -1.46 0.48
H 1.64 0.96 0.18
H -0.01 -0.06 -0.56

Computed properties:
Energy in eV: -204354.6723
Total charge: -1
HOMO in eV: -3.200
Gap between HOMO and LUMO in eV: 3.07